C7H15NO | the ωB97M-V functional and the def2-TZVPD basis

- HOMO: -7.4 eV
- Relative energy (zero: lowest compared OMol25 entry of this formula, charge and spin): 570.7 kJ/mol
- Frontier orbital gap: 8.03 eV
- DFT total energy: -405.51994 hartree
- Largest force on an atom: 5.87 eV/A

```
! wB97M-V def2-TZVPD RIJCOSX def2/J DEFGRID3
* xyz 0 1
C 0.401 -0.040 0.277
C -0.933 2.077 0.058
C -1.765 -0.440 -0.741
C 0.023 -0.501 1.673
C 1.718 0.706 0.241
N -0.512 0.281 -0.659
C 0.858 -1.821 -0.720
C 1.360 -1.850 -1.938
O -1.888 2.081 1.057
H -1.463 1.982 1.917
H -1.382 2.416 -0.869
H -0.041 2.653 0.296
H 0.668 -2.724 -0.141
H -2.630 0.170 -0.469
H -1.831 -1.338 -0.126
H -1.914 -0.725 -1.782
H 0.808 -1.161 2.045
H -0.021 0.345 2.361
H -0.916 -1.048 1.707
H 2.524 -0.005 0.425
H 1.777 1.472 1.016
H 1.874 1.155 -0.737
H 1.777 -2.751 -2.387
H 1.509 -0.933 -2.501
*
```